Record 1
Entry from the Open Molecules 2025 dataset: C41H41N6O8PS2Sc as an isolated structure (ωB97M-V with the def2-TZVPD basis set).

Geometry as ORCA input:
```
! wB97M-V def2-TZVPD RIJCOSX def2/J DEFGRID3
* xyz 1 1
Sc -0.56369 -0.10930 0.27506
N 3.15369 -4.17098 5.69638
C 3.00566 -3.10338 4.83503
C 2.65036 -3.31887 3.49730
C 2.55112 -2.25890 2.62163
C 2.80458 -0.96789 3.07044
C 3.15457 -0.73604 4.39381
C 3.25951 -1.79914 5.26846
S 2.62671 0.38591 1.98060
O 3.15946 -0.00923 0.68281
O 3.15965 1.56467 2.58960
N 1.03163 0.53013 1.69458
C 0.17948 0.94783 2.67100
N -1.07284 1.02299 2.17749
C -2.04682 1.41285 2.99365
C -1.78334 1.75044 4.30250
C -0.46549 1.60499 4.72142
N 0.51966 1.20113 3.93364
H 2.69557 -5.03046 5.44733
H 3.13976 -3.96941 6.68149
H 2.46353 -4.32821 3.15084
H 2.27962 -2.42971 1.58776
H 3.33770 0.27678 4.72331
H 3.54325 -1.62445 6.29922
H -3.04695 1.43978 2.57697
H -2.56064 2.07523 4.97634
H -0.19371 1.81322 5.75117
O 1.64557 0.96409 -1.22571
N 1.09848 -0.33003 -1.32075
C 1.66591 -1.02039 -2.22296
C 1.30888 -2.37200 -2.67599
C 2.33584 -3.06411 -3.31996
C 2.12592 -4.32501 -3.84674
C 0.86140 -4.89067 -3.76846
C -0.16935 -4.19952 -3.15094
C 0.03486 -2.94590 -2.58363
P -1.36781 -2.03626 -1.81814
C -2.27177 -1.49247 -3.31213
C -2.09818 -0.17312 -3.72332
C -2.70518 0.28641 -4.88379
C -3.49995 -0.56589 -5.63508
C -3.68116 -1.88275 -5.22868
C -3.06661 -2.34604 -4.07657
C -2.37673 -3.37732 -1.11477
C -1.76829 -4.44074 -0.44699
C -2.53345 -5.36500 0.24543
C -3.91500 -5.23099 0.29538
C -4.52752 -4.17224 -0.35816
C -3.76303 -3.25096 -1.06075
H 2.31689 0.85283 -0.49927
H 2.51568 -0.55287 -2.71733
H 3.31222 -2.60158 -3.40002
H 2.93728 -4.85391 -4.32743
H 0.67085 -5.86729 -4.19345
H -1.15069 -4.65301 -3.10252
H -1.49040 0.49239 -3.12134
H -2.55698 1.31026 -5.20431
H -3.97843 -0.20918 -6.53770
H -4.30062 -2.54945 -5.81405
H -3.21394 -3.37326 -3.76748
H -0.69062 -4.54568 -0.45676
H -2.04830 -6.18786 0.75414
H -4.51123 -5.94880 0.84302
H -5.60327 -4.05819 -0.32404
H -4.25686 -2.42790 -1.56134
O -0.39188 3.19006 0.16623
C -1.06748 2.68022 -0.72513
O -1.31684 1.44961 -0.91381
C -1.72857 3.64129 -1.73424
N -1.32929 5.01460 -1.25179
C -2.56226 5.72510 -0.75988
C -3.54764 4.59304 -0.51019
C -3.25312 3.62505 -1.65614
H -1.33097 3.45808 -2.73023
H -0.81414 5.55274 -1.94154
H -0.68831 4.74978 -0.45519
H -2.90522 6.38582 -1.55409
H -2.30725 6.31560 0.11590
H -4.57480 4.94980 -0.50447
H -3.34584 4.11820 0.45204
H -3.68912 3.98619 -2.58900
H -3.62074 2.61817 -1.46948
C -8.04397 0.90397 0.09366
C -6.61762 0.45688 0.26491
C -5.69633 0.56222 -0.77396
C -4.37877 0.16063 -0.61265
C -3.95427 -0.35257 0.60750
C -4.85389 -0.46450 1.66078
C -6.17058 -0.06549 1.47426
S -2.10543 -2.16195 1.84390
O -2.64758 -0.75326 0.71862
O -2.29619 -1.66395 3.17879
O -0.69167 -1.92391 1.35877
H -8.33250 0.91015 -0.95704
H -8.18840 1.91432 0.48264
H -8.72941 0.24816 0.62978
H -6.01821 0.94795 -1.73542
H -3.67051 0.22363 -1.43056
H -4.53339 -0.86244 2.61403
H -6.86750 -0.16758 2.29814
*
```

Values from the calculation:
Highest occupied orbital energy ... -0.3578 hartree
HOMO-LUMO gap ... 7.2 eV
Lowest unoccupied orbital energy ... -0.0935 Ha

***

Record 2
Entry from the Open Molecules 2025 dataset: a 2-piece molecular cluster, C4H3NO overall at a distorted geometry (ωB97M-V with the def2-TZVPD basis set).

Geometry as ORCA input:
```
! wB97M-V def2-TZVPD RIJCOSX def2/J DEFGRID3
* xyz 0 1
C 0.79692 -1.53612 0.69561
C 1.38289 -0.21094 -1.42097
C 1.13560 -0.86714 -0.45702
C -1.41319 1.13970 0.38529
N 0.68768 -2.14264 1.66543
O -1.49505 0.54673 -0.66957
H 1.57686 0.54638 -2.10969
H -0.74633 1.97055 0.73265
H -1.92537 0.55348 1.17828
*
```

Values from the calculation:
Highest occupied orbital energy ... -0.3789 hartree
HOMO-LUMO gap ... 10.7 eV
Lowest unoccupied orbital energy ... 0.0154 Ha

***

Record 3
Entry from the Open Molecules 2025 dataset: C18H16BBrNO4S4Sr as an isolated structure (ωB97M-V with the def2-TZVPD basis set).

Geometry as ORCA input:
```
! wB97M-V def2-TZVPD RIJCOSX def2/J DEFGRID3
* xyz -1 1
Sr -0.23836 2.75169 -0.29134
O 5.08375 6.87980 -1.06597
C 3.99820 6.06687 -1.08415
C 4.09739 4.68293 -1.16822
C 2.93271 3.94756 -1.17750
N 1.70635 4.49296 -1.10284
C 1.64750 5.81382 -1.03541
Br -0.05677 6.62337 -0.96916
C 2.74854 6.65458 -1.02144
H 5.88459 6.34614 -1.09673
H 5.05181 4.17476 -1.22321
H 2.92250 2.86265 -1.24549
H 2.63911 7.72611 -0.96101
O -3.47963 0.10165 3.60789
C -3.03098 1.03864 2.98906
S -1.60061 1.95353 3.45765
C -1.58313 3.13339 2.12994
C -2.58103 3.00486 1.21137
S -2.87404 3.88068 -0.28224
S -3.72399 1.67541 1.49881
S -0.20119 4.21249 2.16138
C -2.80608 -3.79363 1.03548
C -1.61988 -4.45572 0.33374
C -0.91300 -5.36660 1.34574
C -2.16319 -5.30988 -0.81996
C -0.62793 -3.42659 -0.21323
C 0.51471 -3.86251 -0.88986
C 1.46045 -2.98105 -1.41433
C 1.23371 -1.63433 -1.24193
O 1.98661 -0.56612 -1.65928
B 1.33864 0.62939 -1.24833
O 0.12508 0.17544 -0.55672
C 0.10806 -1.19488 -0.58026
C -0.83206 -2.05177 -0.05756
H -3.48640 -4.56252 1.40777
H -3.36984 -3.15162 0.35670
H -2.48989 -3.18979 1.88773
H -1.61460 -6.10537 1.74210
H -0.51811 -4.78509 2.18046
H -0.08154 -5.90346 0.88713
H -2.87223 -6.05000 -0.43921
H -1.36332 -5.84392 -1.33536
H -2.67756 -4.68749 -1.55430
H 0.67819 -4.92560 -1.01800
H 2.33793 -3.33707 -1.93785
H -1.69047 -1.64371 0.45793
*
```

Values from the calculation:
Highest occupied orbital energy ... -0.1473 hartree
HOMO-LUMO gap ... 6.0 eV
Lowest unoccupied orbital energy ... 0.0736 Ha

***

Record 4
Entry from the Open Molecules 2025 dataset: an isolated ion of composition C7H11NPS and charge +1 at a distorted geometry (ωB97M-V with the def2-TZVPD basis set).

Geometry as ORCA input:
```
! wB97M-V def2-TZVPD RIJCOSX def2/J DEFGRID3
* xyz 1 1
C -2.26140 1.49888 0.28843
C -0.94129 1.40272 0.37478
C -3.25468 0.57257 -0.16102
C 0.64208 -1.24910 1.19770
C -0.04068 0.61202 -0.38246
C 1.12536 -0.04972 0.23527
C -1.14496 -1.15626 -0.65819
N 1.87508 -0.80796 -0.76420
P -2.93438 -1.15963 -0.29735
S -0.17887 -2.40268 0.20461
H -2.73050 2.18077 0.83746
H -0.50914 1.91144 1.22136
H -4.26189 0.85737 -0.15547
H 1.54104 -1.54952 1.67264
H -0.15102 -0.93420 1.96959
H 0.02003 0.90234 -1.49307
H 1.83627 0.52494 0.81104
H -1.07996 -1.25869 -1.71022
H 2.16352 -0.32587 -1.59003
H 1.35342 -1.60637 -1.01927
H 2.73489 -1.08989 -0.28558
*
```

Values from the calculation:
Highest occupied orbital energy ... -0.4297 hartree
HOMO-LUMO gap ... 7.9 eV
Lowest unoccupied orbital energy ... -0.1411 Ha

***

Record 5
Entry from the Open Molecules 2025 dataset: one molecule with the formula C3H4F2O at a distorted geometry (ωB97M-V with the def2-TZVPD basis set).

Geometry as ORCA input:
```
! wB97M-V def2-TZVPD RIJCOSX def2/J DEFGRID3
* xyz 0 3
C -1.79325 0.78976 0.40728
C -0.83272 -0.00950 -0.05806
C 1.56939 -0.34754 -0.38455
O 0.39818 0.25013 -0.65527
F -0.99379 -1.32775 0.31699
F 2.23323 0.23378 0.65024
H -2.63112 0.39428 0.87569
H -1.86970 1.82737 0.13522
H 2.35847 -0.35754 -1.17748
H 1.56131 -1.45300 -0.11005
*
```

Values from the calculation:
Highest occupied orbital energy (alpha / beta) ... -0.2058 / -0.4280 hartree
HOMO-LUMO gap (alpha / beta) ... 6.6 / 9.5 eV
Lowest unoccupied orbital energy (alpha / beta) ... 0.0359 / -0.0800 Ha

***

Record 6
Entry from the Open Molecules 2025 dataset: a 2-piece molecular cluster, C5H10N2O overall at a distorted geometry (ωB97M-V with the def2-TZVPD basis set).

Geometry as ORCA input:
```
! wB97M-V def2-TZVPD RIJCOSX def2/J DEFGRID3
* xyz 0 1
C -0.13987 -1.50965 -0.92189
C -1.60134 0.41149 -1.94541
C 1.63154 -0.31952 2.06057
C 1.25025 0.94625 0.06437
C -1.01897 -0.41745 -0.79534
N 0.70268 -2.26479 -1.14237
N -1.71893 -0.15377 0.33800
O 0.97624 0.73300 1.40599
H -0.81841 1.00315 -2.56617
H -2.25196 1.09361 -1.52733
H -2.04578 -0.40152 -2.69577
H 2.59441 -0.52984 1.80615
H 1.18068 -1.19708 1.79996
H 1.46746 -0.23736 3.15913
H 2.07671 0.36083 -0.49420
H 1.22598 1.96741 -0.11602
H -2.31868 0.67788 0.36855
H -1.19200 -0.16264 1.20178
*
```

Values from the calculation:
Highest occupied orbital energy (alpha / beta) ... -0.2836 / -0.2595 hartree
HOMO-LUMO gap (alpha / beta) ... 8.1 / 7.7 eV
Lowest unoccupied orbital energy (alpha / beta) ... 0.0142 / 0.0247 Ha

***

| no. | energy (eV) |
| --- | --- |
| 1 | -120162.950 |
| 2 | -7730.203 |
| 3 | -143507.332 |
| 4 | -29040.964 |
| 5 | -10652.147 |
| 6 | -10369.973 |